Run w
Molecular formula: C4H14N3
Method: DFT, ωB97M-V with the def2-TZVPD basis set

The geometry in ORCA input format:
```
! RIJCOSX wB97M-V def2-TZVPD def2/J DEFGRID3
* xyz 1 1
N -1.900 0.441 -1.464
N -1.545 -1.312 0.016
N -0.536 -1.255 -2.172
C -0.275 -1.889 0.639
C 1.553 2.389 1.706
C -1.259 -0.723 -1.231
C 1.740 1.191 0.760
H 1.686 0.230 1.262
H 0.019 -1.201 1.429
H 0.498 2.336 1.948
H -0.217 -0.744 -3.004
H 0.496 -2.151 -0.096
H 1.699 3.393 1.355
H -2.560 0.800 -0.791
H 2.671 1.055 0.162
H 1.936 2.207 2.734
H -2.278 -2.005 -0.025
H -0.665 -2.771 1.150
H -1.632 1.013 -2.255
H -0.324 -2.246 -2.215
H 0.893 1.244 0.093
*
```

- Gap between HOMO and LUMO: 10.63 eV

Results of the Mulliken charge analysis, in e, for atoms 1 through 2: -0.35, -0.33

Run x
Molecular formula: C4H14N3
Method: DFT, ωB97M-V with the def2-TZVPD basis set

The geometry in ORCA input format:
```
! RIJCOSX wB97M-V def2-TZVPD def2/J DEFGRID3
* xyz 1 1
N -0.011 -1.080 -0.079
N -0.610 1.018 -0.878
N -1.082 -0.869 -2.111
C 0.886 0.088 2.940
C -1.028 1.914 -1.949
C 2.106 -0.745 2.582
C -0.561 -0.307 -1.032
H -0.894 -1.837 -2.333
H 1.923 -1.800 2.802
H 0.117 1.408 -0.295
H 0.767 1.003 2.358
H 2.994 -0.478 3.163
H 0.838 0.291 4.009
H 0.066 -0.656 0.840
H -0.956 2.915 -1.539
H -0.493 1.738 -2.874
H 2.457 -0.649 1.551
H -2.099 1.844 -2.176
H -0.038 -0.482 2.747
H -0.385 -2.023 -0.090
H -1.525 -0.360 -2.858
*
```

- Gap between HOMO and LUMO: 11.91 eV

Results of the Mulliken charge analysis, in e, for atoms 1 through 2: -0.29, -0.16

It is run x that is most stable; the runner-up trails by 27.2 kcal/mol.

Run w
Molecular formula: C4H4N2S2
Method: DFT, ωB97M-V with the def2-TZVPD basis set

The geometry in ORCA input format:
```
! RIJCOSX wB97M-V def2-TZVPD def2/J DEFGRID3
* xyz 0 1
S -2.158 0.148 -0.615
S 2.289 -0.125 -0.190
N -0.476 -2.151 1.688
N -0.194 2.209 1.596
C 0.627 -0.061 -0.861
C -0.485 -1.176 1.060
C -0.514 0.008 0.188
C -0.349 1.235 1.003
H 2.341 1.162 0.230
H 0.478 -0.948 -1.446
H -2.091 -1.068 -1.132
H 0.533 0.767 -1.522
*
```

- Gap between HOMO and LUMO: 10.28 eV

Results of the Mulliken charge analysis, in e, for atoms 1 through 2: -0.14, -0.15

Run x
Molecular formula: C4H4N2S2
Method: DFT, ωB97M-V with the def2-TZVPD basis set

The geometry in ORCA input format:
```
! RIJCOSX wB97M-V def2-TZVPD def2/J DEFGRID3
* xyz 0 1
S 0.503 2.463 0.270
S 0.306 -1.453 -1.224
N 2.143 0.340 0.260
N -0.180 0.199 0.924
C 0.956 -0.397 0.402
C 1.997 1.595 0.097
C -1.282 -0.228 0.348
C -1.195 -1.046 -0.780
H -2.226 -0.008 0.791
H -1.969 -1.606 -1.232
H 1.068 -1.189 0.988
H 2.899 2.132 0.310
*
```

- Gap between HOMO and LUMO (spin up / spin down): 7.36 / 6.25 eV

Results of the Mulliken charge analysis, in e, for atoms 1 through 2: -0.14, -0.16

It is run w that is most stable; the runner-up trails by 49.7 kcal/mol.

Run w
Molecular formula: C3H4
Method: DFT, ωB97M-V with the def2-TZVPD basis set

The geometry in ORCA input format:
```
! RIJCOSX wB97M-V def2-TZVPD def2/J DEFGRID3
* xyz 0 1
C 0.372 -0.291 0.160
C -0.606 0.579 -0.446
C 1.077 -1.026 0.866
H 1.692 -1.731 1.357
H -0.621 1.591 -0.086
H -0.331 0.729 -1.509
H -1.583 0.149 -0.342
*
```

- Gap between HOMO and LUMO: 10.94 eV

Results of the Mulliken charge analysis, in e, for atoms 1 through 2: -0.06, -1.06

Run x
Molecular formula: C3H4
Method: DFT, ωB97M-V with the def2-TZVPD basis set

The geometry in ORCA input format:
```
! RIJCOSX wB97M-V def2-TZVPD def2/J DEFGRID3
* xyz 0 1
C 1.036 -2.249 0.578
C -1.302 0.398 -0.673
C -0.578 1.462 -0.673
H 0.250 2.115 -1.055
H -1.225 1.743 0.139
H 1.352 -1.253 0.273
H 0.467 -2.216 1.411
*
```

- Gap between HOMO and LUMO (spin up / spin down): 8.91 / 8.90 eV

Results of the Mulliken charge analysis, in e, for atoms 1 through 2: -0.41, -0.38

It is run w that is most stable; the runner-up trails by 162.1 kcal/mol.

Run w
Molecular formula: C4H4FNOS
Method: DFT, ωB97M-V with the def2-TZVPD basis set

The geometry in ORCA input format:
```
! RIJCOSX wB97M-V def2-TZVPD def2/J DEFGRID3
* xyz 0 1
S 2.472 -1.082 0.148
F -2.699 -0.820 0.023
O 1.527 1.667 -0.060
N 0.802 -0.494 -0.219
C -0.380 -1.276 -0.067
C -1.420 -0.424 0.053
C -0.962 0.924 0.157
C 0.579 0.830 -0.044
H -0.247 -2.423 -0.335
H 2.909 0.156 -0.429
H -1.593 1.679 -0.488
H -0.986 1.263 1.260
*
```

- Gap between HOMO and LUMO: 9.03 eV

Results of the Mulliken charge analysis, in e, for atoms 1 through 2: -0.17, -0.28

Run x
Molecular formula: C4H4FNOS
Method: DFT, ωB97M-V with the def2-TZVPD basis set

The geometry in ORCA input format:
```
! RIJCOSX wB97M-V def2-TZVPD def2/J DEFGRID3
* xyz 0 1
S 2.032 -0.925 -0.639
F -2.890 -0.347 -0.692
O -1.099 1.584 -0.741
N 2.161 0.689 -0.078
C 1.090 1.359 0.081
C -0.816 -0.431 0.439
C -1.986 -0.978 0.070
C -0.351 0.844 -0.138
H 3.224 -1.214 -0.105
H -2.354 -1.943 0.354
H -0.202 -1.062 1.125
H 1.191 2.425 0.324
*
```

- Gap between HOMO and LUMO: 8.79 eV

Results of the Mulliken charge analysis, in e, for atoms 1 through 2: -0.12, -0.19

It is run w that is most stable; the runner-up trails by 6.5 kcal/mol.

Run w
Molecular formula: C3H4FNO
Method: DFT, ωB97M-V with the def2-TZVPD basis set

The geometry in ORCA input format:
```
! RIJCOSX wB97M-V def2-TZVPD def2/J DEFGRID3
* xyz 0 1
F 1.862 -0.456 -0.209
O 0.002 -0.829 1.001
N 0.547 1.641 0.142
C -1.069 -1.091 0.145
C -0.433 -0.606 -0.980
C 0.606 -0.114 -0.029
H 1.221 1.894 0.812
H -1.703 -1.695 0.797
H -0.435 1.811 0.384
H -0.599 -0.554 -2.062
*
```

- Gap between HOMO and LUMO: 10.28 eV

Results of the Mulliken charge analysis, in e, for atoms 1 through 2: -0.24, -0.40

Run x
Molecular formula: C3H4FNO
Method: DFT, ωB97M-V with the def2-TZVPD basis set

The geometry in ORCA input format:
```
! RIJCOSX wB97M-V def2-TZVPD def2/J DEFGRID3
* xyz 0 1
F 0.315 -1.492 -1.135
O 0.164 -0.162 2.483
N 0.189 -0.896 1.266
C -0.245 0.548 -1.797
C 0.348 0.071 0.371
C 0.185 -0.219 -0.961
H -0.429 0.374 -2.800
H -0.378 1.482 -1.470
H 0.056 1.118 0.841
H -0.205 -0.824 3.201
*
```

- Gap between HOMO and LUMO: 9.81 eV

Results of the Mulliken charge analysis, in e, for atoms 1 through 2: -0.23, -0.38

It is run w that is most stable; the runner-up trails by 15.8 kcal/mol.

Run w
Molecular formula: H15NO6
Method: DFT, ωB97M-V with the def2-TZVPD basis set

The geometry in ORCA input format:
```
! RIJCOSX wB97M-V def2-TZVPD def2/J DEFGRID3
* xyz 0 1
O -1.521 1.439 -0.394
O -1.868 -1.277 -0.843
O 0.494 -1.404 -1.714
O 0.974 1.548 -1.211
O 2.302 1.106 0.765
O 1.142 -1.148 1.193
N -1.604 -0.591 1.655
H 1.520 1.373 -0.397
H -0.632 1.695 -0.686
H -0.446 -1.354 -1.380
H 3.221 1.424 0.730
H -1.754 -1.066 0.752
H 1.594 -0.310 0.970
H -1.680 0.505 -0.640
H 1.013 0.669 -1.655
H 0.982 -1.691 -0.905
H 0.374 -0.860 1.686
H 0.325 2.297 2.171
H -1.826 0.388 1.488
H -2.194 -0.967 2.395
H -0.014 1.759 2.507
H -2.621 -1.786 -1.195
*
```

- Gap between HOMO and LUMO: 3.62 eV

Results of the Mulliken charge analysis, in e, for atoms 1 through 2: -0.69, -0.80

Run x
Molecular formula: H15NO6
Method: DFT, ωB97M-V with the def2-TZVPD basis set

The geometry in ORCA input format:
```
! RIJCOSX wB97M-V def2-TZVPD def2/J DEFGRID3
* xyz 0 1
O -1.240 3.746 -0.532
O 0.669 1.719 -0.174
O -2.039 0.844 0.542
O 2.233 0.235 -2.487
O 0.694 -3.068 -0.773
O -2.218 -2.671 0.735
N 1.335 -0.538 2.249
H 2.210 -0.468 -3.156
H -1.014 4.681 -0.560
H 1.804 -1.295 1.654
H -0.281 -3.113 -0.539
H 0.530 1.153 0.580
H -2.510 -1.727 0.941
H 1.910 -0.608 3.176
H 0.392 -0.943 2.493
H -1.429 1.433 0.067
H 3.042 0.728 -2.646
H 1.587 1.684 -0.332
H -2.866 1.454 0.541
H 0.658 -3.557 -1.605
H -0.375 3.290 -0.706
H -3.092 -2.978 0.528
*
```

- Gap between HOMO and LUMO: 11.01 eV

Results of the Mulliken charge analysis, in e, for atoms 1 through 2: -0.64, -0.65

Run y
Molecular formula: H15NO6
Method: DFT, ωB97M-V with the def2-TZVPD basis set

The geometry in ORCA input format:
```
! RIJCOSX wB97M-V def2-TZVPD def2/J DEFGRID3
* xyz 0 1
O -1.566 -2.500 0.559
O 0.718 1.988 1.445
O 2.310 -0.522 -1.656
O -2.444 2.579 3.439
O -1.502 0.379 1.107
O 2.106 -3.493 -1.592
N 0.305 1.553 -3.209
H -0.568 1.093 -3.406
H -0.236 1.866 1.386
H -1.555 2.619 3.803
H 0.939 2.665 0.806
H 2.379 -2.558 -1.702
H -1.298 -0.573 0.975
H -2.200 2.241 2.566
H -2.082 -3.308 0.464
H -0.675 -2.879 0.462
H 0.724 2.019 -3.998
H 2.365 -3.827 -2.460
H 0.207 2.207 -2.447
H 2.859 -0.366 -0.872
H -1.682 0.255 2.057
H 1.539 0.048 -1.525
*
```

- Gap between HOMO and LUMO: 10.62 eV

Results of the Mulliken charge analysis, in e, for atoms 1 through 2: -0.66, -0.60

It is run y that is most stable; the runner-up trails by 4.1 kcal/mol.